Computed, not measured: one molecule with the formula C2H3NOS at a distorted geometry, with the ωB97M-V functional and the def2-TZVPD basis.

The geometry in XYZ format:
```
8
Properties=species:S:1:pos:R:3:forces:R:3:lowdin_charge:R:1
C 1.31660 -2.30544 0.30393 1.97 -0.37 1.53 -0.599
C 1.71675 0.51658 0.22462 -1.85 0.30 -2.87 -0.093
N 0.53522 -0.20822 -0.47110 1.34 5.17 -0.49 -0.067
O 0.57933 -1.42160 -0.08466 0.37 -5.41 1.17 -0.133
S 2.28933 -3.28905 1.19156 -2.18 1.63 -1.67 0.701
H 2.70119 0.22660 -0.09466 0.62 -0.31 -1.07 0.053
H 1.57825 1.62049 -0.02119 0.06 -1.55 1.06 0.102
H 1.71164 0.11205 1.18678 -0.33 0.55 2.34 0.036
```
Forces are in eV/Å.

HOMO level (alpha / beta) = -7.919 / -7.883 eV
Calculated total energy = -605.9575 Eh
Charge = 0
ΔE to the lowest compared entry with this formula, charge and spin = 603.5 kJ/mol
Gap between HOMO and LUMO (alpha / beta) = 7.178 / 7.134 eV